Record 1
# C35H69Br3Cl3FMgN5O14V

A structure of composition C35H69Br3Cl3FMgN5O14V at a distorted geometry (the ωB97M-V functional and the def2-TZVPD basis, the OMol25 dataset).

XYZ file:
```
132
Properties=species:S:1:pos:R:3:forces:R:3:mulliken_charge:R:1
N -2.980266 -5.322364 -3.513573 0.56 -0.43 0.91 -0.561
C -1.700443 -4.744719 -3.013771 -1.17 0.68 -1.37 -0.764
C -1.991426 -3.229767 -2.644642 2.09 -1.62 -0.05 0.373
O -1.653208 -3.068780 -1.261295 -0.35 0.64 -0.41 -0.262
C -1.119302 -2.356526 -3.601775 -0.28 0.85 0.21 -1.067
C -0.781817 -0.937721 -3.067477 -1.43 -0.44 -0.44 -0.669
O 0.156851 -0.948682 -2.008907 0.42 0.53 -0.50 0.015
C 1.505671 -0.679843 -2.348564 1.14 -0.08 0.27 -1.192
C 2.118557 0.416275 -1.438209 0.10 0.13 1.00 0.893
C 2.372945 -0.138859 -0.013926 -0.79 0.21 0.33 -0.567
C 1.003282 -0.276311 0.765591 0.25 -0.79 -0.80 -0.482
C 0.852709 -1.706493 1.323098 0.10 1.75 -1.03 0.060
O 0.953513 -1.901475 2.476068 -0.09 -1.19 1.78 -0.550
O 0.610080 -2.699921 0.420313 0.70 0.47 -0.05 -0.386
N 3.360769 1.019487 -1.982165 -0.07 -1.00 0.37 0.519
C 4.464882 0.062622 -2.104834 0.53 0.40 -0.30 -0.444
O 5.218024 0.494056 -3.277901 0.18 -0.02 0.79 -0.094
N 4.786192 -0.161745 -4.398558 -0.68 0.46 -0.47 0.034
O 4.684797 0.604050 -5.290025 0.31 -0.55 -0.17 -0.229
H -3.186665 -4.956014 -4.438554 0.14 -0.28 0.09 0.212
H -2.852417 -6.330744 -3.559616 -0.34 0.17 -0.33 0.239
H -0.962278 -4.819934 -3.839174 -0.01 0.25 0.59 0.406
H -1.292099 -5.309314 -2.160520 -0.51 0.21 -0.17 0.407
H -3.073794 -3.040823 -2.743067 0.54 0.06 0.02 0.330
H -0.858290 -3.572478 -1.038325 -0.25 0.04 -0.05 0.073
H -1.681058 -2.204466 -4.549345 0.28 -0.21 0.42 0.368
H -0.174829 -2.864328 -3.877297 -0.41 0.15 0.27 0.406
H -0.500801 -0.305676 -3.933081 0.37 -0.13 0.58 0.270
H -1.712307 -0.490425 -2.654889 0.48 -0.22 -0.14 0.316
H 1.695287 -0.411979 -3.404786 -0.48 -0.14 0.29 0.521
H 2.073010 -1.611702 -2.115705 -0.15 0.42 -0.48 0.268
H 1.411194 1.261581 -1.284152 0.15 -0.49 -0.53 -0.593
H 3.011530 0.556223 0.567966 -0.22 -0.34 -0.34 0.449
H 2.923241 -1.101055 -0.035200 -0.26 0.40 -0.10 0.274
H 0.133521 -0.148906 0.093349 0.55 0.30 0.21 0.306
H 0.991902 0.478130 1.562741 -0.21 -0.63 -0.02 0.518
H 0.759015 -2.334792 -0.469528 -0.45 0.02 0.13 0.251
H 3.661987 1.675459 -1.260962 -0.08 0.11 -0.37 0.122
H 5.185796 0.124457 -1.268990 -0.37 -0.19 -0.40 0.140
H 4.149316 -0.975993 -2.287201 -0.02 0.42 0.20 0.368
C 2.683511 3.439152 -5.089974 -0.77 -0.11 -0.64 0.744
Cl 2.946464 4.231507 -6.644890 0.10 0.00 0.08 -0.128
Cl 1.154867 2.529082 -5.071459 -0.12 -0.11 0.15 -0.180
H 3.509460 2.739924 -4.905522 -1.18 -0.38 -0.71 -0.276
H 2.654077 4.195367 -4.308584 -0.07 -0.03 -0.05 -0.205
Mg 4.913270 3.411684 -3.917242 2.05 0.73 1.31 -0.155
O 5.282402 0.976151 2.482350 -0.34 -0.30 -0.44 -0.653
C 6.385323 0.930429 2.005532 0.21 0.43 0.44 0.491
O 6.860994 -0.150791 1.336663 -0.37 0.01 -0.04 -0.386
C 8.243850 0.070590 0.991038 0.35 0.07 -0.14 -0.404
C 8.421179 1.576401 1.006561 0.30 0.17 -0.10 -0.516
C 7.443398 2.005186 2.085136 -0.02 -0.32 -0.57 0.169
H 8.870505 -0.430404 1.731884 -0.07 0.02 0.03 0.314
H 8.446866 -0.358950 0.010723 -0.19 -0.17 0.07 0.317
H 9.445779 1.890922 1.197394 -0.08 0.06 0.16 0.339
H 8.113725 1.994808 0.043024 0.01 -0.05 -0.01 0.202
H 7.902450 1.987199 3.074015 -0.01 0.22 -0.03 -0.085
H 7.020251 2.985058 1.881066 -0.02 0.02 0.37 0.213
C -8.707520 -2.246055 1.413238 -0.19 -0.47 -0.03 -1.621
C -7.366265 -1.580042 1.032432 -1.96 0.15 2.35 1.171
C -6.426289 -1.584796 2.254360 0.87 -0.57 -0.10 -1.049
C -5.868847 -2.955474 2.652927 0.09 0.02 0.16 -0.840
C -5.750317 -3.931048 1.475689 -0.49 0.09 0.36 -1.679
C -5.656721 -3.266469 0.091331 0.55 -3.35 1.12 1.689
N -6.830728 -2.387181 -0.083039 3.00 3.45 -0.50 0.987
O -6.874286 -1.846635 -1.154102 -1.08 -0.60 -0.85 -0.459
C -5.726277 -4.406180 -0.940276 -0.38 0.21 -0.49 -1.865
C -4.308976 -2.558197 -0.063361 -0.31 1.12 -0.13 -1.156
C -7.656703 -0.115413 0.705900 0.12 -0.06 -1.05 -1.761
H -9.405130 -2.228408 0.573701 0.07 0.06 -0.04 0.431
H -9.177865 -1.722350 2.245242 0.19 0.08 -0.03 0.396
H -8.578334 -3.288110 1.710971 0.05 0.04 0.02 0.372
H -5.584976 -0.915122 2.058853 -0.12 0.07 -0.18 0.390
H -6.941833 -1.150858 3.112523 -0.29 0.05 -0.28 0.579
H -4.892242 -2.815087 3.118832 -0.06 -0.03 0.02 0.327
H -6.500541 -3.403748 3.421078 0.08 -0.04 -0.05 0.351
H -4.894040 -4.586132 1.635319 0.07 0.07 -0.17 0.668
H -6.622892 -4.591209 1.492783 0.03 -0.01 -0.19 0.500
H -6.695559 -4.908783 -0.904628 0.03 0.02 0.06 0.513
H -4.959601 -5.151687 -0.735249 0.04 0.17 0.14 0.350
H -5.568205 -4.048047 -1.958100 0.03 0.04 0.04 0.407
H -3.499099 -3.271831 0.071029 -0.26 -0.17 0.04 0.128
H -4.157767 -1.757935 0.662773 -0.06 -0.07 0.06 0.187
H -4.193501 -2.125981 -1.057561 -0.12 -0.04 -0.03 0.425
H -8.092473 0.377603 1.574041 0.09 -0.30 0.12 0.405
H -8.369498 -0.007122 -0.111913 0.06 -0.02 -0.02 0.403
H -6.744072 0.423337 0.441982 0.00 -0.07 -0.05 0.422
C 0.144510 -5.684333 2.382277 -0.41 0.85 0.82 -0.429
Br -1.323892 -5.206051 1.231258 -0.01 -0.34 -0.10 0.158
Br -0.439402 -6.002528 4.164568 -0.65 -0.07 -0.11 0.298
Br 1.156825 -7.203205 1.687705 -0.09 -0.44 0.33 0.248
H 0.822545 -4.835061 2.407167 -0.06 -0.02 -0.26 0.361
Cl 0.280341 -8.940465 0.098758 0.09 0.14 -0.17 -0.352
C -0.173970 -7.781305 7.692518 0.18 -0.81 0.21 0.770
O -0.460235 -6.607995 7.332014 -0.28 0.29 -0.03 -0.598
O 0.794177 -8.359938 6.887542 -0.19 0.68 -0.17 -0.472
O -0.618484 -8.448832 8.619696 -0.17 0.37 -0.02 -0.595
H 0.895412 -7.584779 6.307448 0.63 -0.58 -0.30 0.266
C -2.138383 7.358025 0.609213 -0.07 -0.03 -0.09 -1.138
C -2.138547 6.411224 -0.586373 0.06 0.18 -0.06 -0.405
C -1.429270 5.069172 -0.351010 -0.21 0.08 -0.27 -0.988
C -0.080074 5.065174 0.358213 -0.23 -0.12 0.17 -0.755
N 1.133999 5.614575 -0.402666 0.44 0.08 0.11 1.182
C 1.939259 6.525603 0.529928 0.07 -0.07 0.01 -0.776
C 2.858320 5.587351 1.274316 -0.11 -0.11 0.27 -0.831
C 3.303434 4.617902 0.192534 0.33 -0.18 -0.09 -0.307
C 2.109121 4.472303 -0.750176 0.14 0.06 -0.04 0.662
C 0.819719 6.384861 -1.647836 0.01 -0.10 0.19 -1.616
H -1.131537 7.554264 0.984442 -0.02 0.03 0.03 0.205
H -2.563608 8.320084 0.322631 -0.03 -0.04 0.06 0.393
H -2.739852 6.956493 1.426648 0.10 0.02 0.06 0.341
H -1.725022 6.924692 -1.454288 0.01 -0.02 0.00 0.277
H -3.174796 6.200195 -0.860563 0.05 -0.09 0.01 0.415
H -1.361655 4.522347 -1.296430 0.02 -0.03 0.04 0.298
H -2.095977 4.470073 0.276988 0.22 -0.08 0.10 0.500
H 0.157467 4.036847 0.623794 0.09 0.05 -0.08 0.259
H -0.149596 5.593965 1.308110 0.05 0.17 -0.15 0.615
H 2.510123 7.215696 -0.093291 -0.05 -0.09 -0.05 0.512
H 1.261498 7.094379 1.162841 -0.07 0.00 -0.15 0.326
H 2.319769 5.063165 2.068006 0.01 0.06 0.00 0.291
H 3.696894 6.110270 1.731012 -0.07 0.02 0.00 0.513
H 3.619575 3.660061 0.606499 -0.03 0.02 -0.01 0.241
H 4.155354 5.026608 -0.355187 -0.05 -0.03 -0.01 0.312
H 1.600177 3.517532 -0.645541 -0.15 0.12 -0.02 -0.096
H 2.422280 4.583632 -1.789220 -0.12 0.00 0.04 -0.792
H 0.324067 7.309398 -1.367104 -0.14 -0.07 -0.09 0.381
H 0.218600 5.767786 -2.310280 -0.08 0.13 0.01 0.403
H 1.760341 6.630833 -2.138456 0.00 -0.08 0.07 0.614
F -3.020908 -5.498251 4.474705 0.68 0.10 -0.37 -0.630
O 9.833353 3.458967 3.216598 -0.01 -0.39 0.46 -1.089
V 10.229313 2.832616 4.779558 0.41 -0.18 0.93 1.278
O 10.587853 2.181796 6.323830 -0.38 0.53 -1.39 -0.994
```
Forces are in eV/Å.

Properties
LUMO level = -4.5 eV
Strongest force on any atom = 4.6 eV/Å
Energy = -13047.89337 a.u.

Record 2
# C4H9NO2

A cluster of 2 separate species, C4H9NO2 in total at a distorted geometry (the ωB97M-V functional and the def2-TZVPD basis, the OMol25 dataset).

XYZ file:
```
16
Properties=species:S:1:pos:R:3:forces:R:3:mulliken_charge:R:1
C 1.966871 -0.472601 -1.669566 0.00 -0.07 -0.10 -0.586
N 1.974609 0.445723 -0.579874 -0.03 0.69 0.86 0.029
C 1.908072 1.168643 0.336935 0.14 -0.69 -0.95 -0.242
O -0.570688 0.696738 1.852409 0.10 0.15 0.06 -0.553
C -1.359354 0.896649 0.689507 -0.15 0.01 -0.23 -0.404
C -1.733160 -0.475895 0.144884 -0.32 0.15 0.00 -0.407
O -0.566788 -1.258379 -0.018783 0.08 -0.04 0.20 -0.507
H 1.574325 -1.428784 -1.317404 0.09 0.16 -0.10 0.242
H 1.306573 -0.090904 -2.452274 0.12 -0.06 0.12 0.263
H 2.981253 -0.582773 -2.061522 -0.18 0.00 0.08 0.306
H 0.272940 1.157851 1.726543 -0.11 -0.08 0.09 0.318
H -2.259461 1.475784 0.937765 0.12 -0.11 -0.03 0.345
H -0.792512 1.449434 -0.070637 -0.07 -0.06 0.12 0.259
H -2.436636 -0.966413 0.835214 0.12 0.05 -0.09 0.252
H -2.220448 -0.388407 -0.831787 0.06 0.01 0.13 0.330
H -0.087854 -1.116843 0.814396 0.02 -0.12 -0.15 0.355
```
Forces are in eV/Å.

Properties
LUMO level = 0.8 eV
Energy above the lowest of the compared OMol25 structures with the same formula, charge and spin = 258.0 kJ/mol
Strongest force on any atom = 1.2 eV/Å
Energy = -362.98728 a.u.

Record 3
# C3H9FN

The ion C3H9FN with charge +1 at a distorted geometry (the ωB97M-V functional and the def2-TZVPD basis, the OMol25 dataset).

XYZ file:
```
14
Properties=species:S:1:pos:R:3:forces:R:3:mulliken_charge:R:1
C 1.822065 -0.638079 -0.220114 1.08 0.01 -0.47 -0.887
C -0.225580 0.743836 -0.251002 10.09 1.23 -2.88 -0.808
C -1.990433 0.503678 0.177314 -10.05 -1.15 2.72 -0.411
N 0.468799 -0.412273 0.329301 -1.14 0.18 0.25 -0.217
F -2.166852 -0.830437 0.075882 0.52 0.05 -0.34 -0.212
H 2.285971 -1.495015 0.265409 -0.16 -0.14 0.17 0.370
H 1.757734 -0.832592 -1.290069 -0.15 0.06 0.12 0.371
H 2.445714 0.240729 -0.057792 -0.22 -0.02 0.04 0.386
H -0.175121 0.724057 -1.333807 -0.63 -0.26 -0.02 0.449
H 0.092693 1.692119 0.162209 -0.59 0.01 0.43 0.431
H -2.585577 1.033862 -0.560821 0.51 0.12 -0.44 0.368
H -2.142268 0.824417 1.204317 0.51 0.06 0.32 0.357
H -0.112379 -1.247869 0.147855 0.29 -0.04 0.25 0.398
H 0.525232 -0.306427 1.351319 -0.04 -0.12 -0.14 0.406
```
Forces are in eV/Å.

Properties
LUMO level (spin up / spin down) = -3.4 / -8.5 eV
Energy above the lowest of the compared OMol25 structures with the same formula, charge and spin = 244.7 kJ/mol
Strongest force on any atom = 10.6 eV/Å
Energy = -273.75636 a.u.
Total charge = +1
Spin multiplicity = 3

Record 4
# C18H22N8O3

An isolated molecule of C18H22N8O3 (the ωB97M-V functional and the def2-TZVPD basis, the OMol25 dataset).

XYZ file:
```
51
Properties=species:S:1:pos:R:3:forces:R:3:mulliken_charge:R:1
C 0.363878 1.310584 -0.309955 0.01 -0.01 0.00 -1.502
C 0.367960 -0.211929 -0.196957 0.06 -0.07 0.01 1.131
C -0.306115 -0.659914 1.113618 -0.04 0.00 -0.01 -1.073
O -0.012463 0.143112 2.225537 -0.03 -0.01 0.02 -0.610
C -0.403644 -0.848423 -1.353072 0.00 0.06 -0.01 -1.564
N 0.263380 -0.588440 -2.614068 -0.03 0.02 -0.03 0.329
C -0.313313 -0.869268 -3.797637 0.05 -0.04 0.02 -0.285
O -1.379336 -1.444539 -3.925740 -0.01 -0.01 -0.01 -0.714
C 0.490762 -0.414181 -4.981252 0.03 0.01 0.05 0.213
C 0.072240 -0.764104 -6.212828 -0.01 -0.01 -0.04 -0.064
N 0.824763 -0.340412 -7.280004 -0.02 -0.02 0.01 0.155
C 0.739153 -0.478550 -8.632079 -0.01 -0.02 -0.02 -0.020
N 1.738643 0.140794 -9.204934 0.01 0.01 -0.01 -0.557
N 2.513646 0.707284 -8.245133 0.02 0.00 -0.03 -0.522
C 1.961465 0.414237 -7.091848 0.01 0.03 0.07 0.171
C 2.322621 0.738056 -5.751439 0.02 0.01 -0.07 -0.136
N 1.623018 0.341682 -4.741857 -0.02 -0.03 0.01 -0.192
N 1.737741 -0.751013 -0.301915 0.01 0.05 -0.01 0.165
C 2.754884 -0.537407 0.553645 -0.01 -0.06 -0.02 0.813
O 2.675822 0.143711 1.567942 0.03 -0.02 0.01 -0.756
C 4.048783 -1.270990 0.198537 -0.03 0.00 0.00 -1.134
C 4.250604 -1.518295 -1.254934 0.00 0.01 -0.03 0.159
C 4.015423 -2.614148 -2.037903 0.02 0.01 -0.02 -0.608
N 4.275973 -2.334084 -3.356980 0.00 -0.01 0.00 -0.671
C 4.666146 -1.087142 -3.369837 0.07 -0.05 -0.02 -0.186
N 4.665599 -0.532916 -2.127947 -0.12 0.01 0.05 0.419
C 5.018998 0.802496 -1.746241 0.09 -0.01 0.00 -0.095
C 4.850863 1.920020 -2.722979 -0.02 0.05 0.02 -0.471
C 3.937672 1.820146 -1.532023 0.02 -0.03 -0.04 -0.045
H -0.643886 1.684722 -0.128115 0.00 0.01 0.01 0.420
H 1.025605 1.751248 0.431430 0.00 0.01 0.00 0.411
H 0.676466 1.635337 -1.303587 -0.01 0.01 0.01 0.324
H -1.388135 -0.605457 0.969218 0.00 -0.01 0.02 0.466
H -0.044914 -1.712545 1.286271 -0.01 0.00 0.00 0.376
H 0.955049 0.224682 2.277437 0.01 0.01 -0.01 0.440
H -0.492476 -1.927988 -1.195314 -0.01 0.00 -0.01 0.420
H -1.415096 -0.440838 -1.385236 -0.01 0.00 0.01 0.618
H 1.111875 -0.042852 -2.652057 -0.02 0.01 0.01 0.069
H -0.814668 -1.353976 -6.385881 0.00 0.00 0.00 0.516
H -0.043241 -1.022403 -9.132215 0.00 0.00 0.00 0.441
H 3.209670 1.339071 -5.585473 -0.02 -0.01 -0.01 0.500
H 1.942124 -1.368422 -1.075707 -0.01 -0.01 0.00 0.389
H 4.862085 -0.704126 0.650983 0.01 0.01 -0.02 0.344
H 4.011991 -2.234672 0.711519 0.00 0.02 0.04 0.446
H 3.689338 -3.592163 -1.719348 -0.01 0.01 0.00 0.428
H 4.988498 -0.541068 -4.241679 -0.02 0.03 0.01 0.487
H 5.877037 0.845834 -1.088209 0.03 0.02 -0.02 0.296
H 5.615146 2.682567 -2.731090 0.00 0.01 -0.01 0.319
H 4.424122 1.696261 -3.689583 0.00 -0.04 0.02 -0.168
H 2.928373 1.489060 -1.729338 -0.01 0.02 0.02 -0.158
H 4.051122 2.517693 -0.715395 -0.01 0.00 0.01 0.267
```
Forces are in eV/Å.

Properties
LUMO level = -0.4 eV
SMILES = C[C@@](CO)(CNC(=O)c1cn2cnnc2cn1)NC(=O)Cc1cncn1C1CC1
Energy above the lowest of the compared OMol25 structures with the same formula, charge and spin = 35.6 kJ/mol
Strongest force on any atom = 0.1 eV/Å
Energy = -1362.89849 a.u.

Record 5
# C4H6ClF2N

An isolated molecule of C4H6ClF2N at a distorted geometry (the ωB97M-V functional and the def2-TZVPD basis, the OMol25 dataset).

XYZ file:
```
14
Properties=species:S:1:pos:R:3:forces:R:3:mulliken_charge:R:1
F -2.779328 -0.297923 -0.633372 -0.01 -1.19 0.96 -0.295
C -1.611115 -0.988195 -0.171987 0.04 0.11 -1.26 -0.248
C -0.561515 0.000935 -0.560915 -1.27 -1.57 1.45 -0.204
N -0.468026 1.192998 0.235016 -1.83 2.49 0.00 -0.582
C 0.467250 0.168875 0.425533 1.37 -1.58 2.92 0.190
C 1.893467 0.522399 0.091163 1.68 -1.04 -0.53 -0.172
F 2.133940 1.302500 -0.986418 -1.21 -0.12 -0.61 -0.241
Cl 3.097444 -0.971103 -0.254628 -1.72 1.34 0.85 -0.236
H -1.465900 -1.898626 -0.891863 -0.59 1.14 2.00 0.248
H -1.563725 -1.135547 0.977352 -0.82 -0.21 -2.04 0.236
H -0.468205 0.006895 -1.601827 0.74 0.72 -1.40 0.420
H -1.174792 1.279363 1.011502 0.96 -0.28 -1.30 0.305
H 0.205134 -0.293081 1.495878 1.80 0.19 -2.55 0.224
H 2.295368 1.110516 0.864571 0.88 0.00 1.52 0.356
```
Forces are in eV/Å.

Properties
LUMO level = 0.6 eV
SMILES = FC[C@H]1N[C@@H]1[C@H](F)Cl
Energy above the lowest of the compared OMol25 structures with the same formula, charge and spin = 209.4 kJ/mol
Strongest force on any atom = 3.6 eV/Å
Energy = -870.59873 a.u.

Q: Which formula does entry 5 have?
A: C4H6ClF2N

Q: What is the formula in the third record?
A: C3H9FN

Q: What is the formula in the second record?
A: C4H9NO2